1.
The following is a quantum chemistry calculation of a molecular structure, C32H36N9O5Sc, from OMol25.

Output
- 2S+1: 1
- F_max: 1.18 eV/Å
- Energy above the lowest of the compared OMol25 structures with the same formula, charge and spin: 50.0 kJ/mol
- Gap between HOMO and LUMO: 0.268 Eh
- LUMO: 0.10 eV
- Highest occupied orbital energy: -7.2 eV

Cartesian coordinates (Å):
Sc  -0.18404  -0.32361  -0.32889
O  1.59035  -1.14631  -0.63699
C  2.11050  -2.02407  -1.43949
C  3.45485  -1.91203  -1.85801
C  4.04040  -2.85196  -2.67397
C  3.31121  -3.94670  -3.13035
C  1.99665  -4.08823  -2.74769
C  1.37537  -3.15474  -1.91265
C  0.01426  -3.34841  -1.51085
N  -0.62427  -2.48825  -0.79132
N  -1.86290  -2.86855  -0.34941
C  -2.48366  -1.91719  0.30783
O  -2.09614  -0.70502  0.38209
C  -3.66701  -2.39563  1.06365
C  -4.53826  -3.33551  0.52690
C  -5.55191  -3.86661  1.30164
C  -5.69118  -3.47958  2.62477
C  -4.83713  -2.52737  3.15700
C  -3.83585  -1.97650  2.37824
H  4.01942  -1.05934  -1.50800
H  5.07550  -2.73294  -2.96479
H  3.77780  -4.67806  -3.77241
H  1.42023  -4.93472  -3.09665
H  -0.48883  -4.27568  -1.80309
H  -4.39938  -3.64843  -0.49398
H  -6.22144  -4.60003  0.88003
H  -6.45961  -3.92157  3.24377
H  -4.94078  -2.22423  4.18982
H  -3.15082  -1.24385  2.78195
C  -0.18716  -0.13559  4.12887
C  -0.30787  0.42486  2.72297
O  0.06465  -0.30873  1.78846
C  -0.84297  1.74663  2.53985
C  -1.28816  2.53430  3.62129
C  -1.80941  3.78702  3.43578
C  -1.91292  4.31869  2.14380
C  -1.50380  3.58468  1.06845
C  -0.96500  2.27084  1.20722
O  -0.63263  1.61793  0.15811
H  0.19716  -1.15221  4.06509
H  -1.16025  -0.15154  4.61509
H  0.49262  0.46603  4.73011
H  -1.22885  2.14149  4.62608
H  -2.14925  4.36727  4.27947
H  -2.33542  5.30619  2.00214
H  -1.58610  3.98740  0.06725
C  -2.88563  3.05833  -3.63345
C  -2.26516  1.71632  -3.47128
C  -1.93649  0.74717  -4.39764
C  -1.35015  -0.29693  -3.66769
N  -1.31773  0.01478  -2.37313
N  -1.89780  1.22403  -2.27571
C  -0.87389  -1.59459  -4.21794
H  -3.35338  3.13316  -4.61304
H  -2.12518  3.83717  -3.55140
H  -3.63403  3.22817  -2.86003
H  -2.07639  0.78560  -5.45906
H  -1.93766  1.67250  -1.36357
H  -1.08779  -1.64697  -5.28353
H  -1.37969  -2.41555  -3.71360
H  0.19698  -1.71074  -4.06025
N  0.77116  2.54743  -2.24208
N  1.25650  1.26396  -1.79059
H  1.53994  3.22227  -2.23114
H  0.12112  2.85061  -1.51832
H  1.88887  1.39402  -0.99031
H  1.80565  0.86431  -2.55267
C  5.08154  3.74967  1.42465
N  4.54241  2.42046  1.56489
C  5.19443  1.45856  2.23856
C  4.65803  0.22361  2.39059
C  3.36522  0.00486  1.81876
N  2.75815  0.93664  1.10845
C  3.31630  2.13494  0.89489
O  2.85772  2.98153  0.14915
N  2.72672  -1.15008  2.02083
H  6.00538  3.83709  1.99282
H  4.35287  4.46716  1.80308
H  5.26155  3.96916  0.37050
H  6.16382  1.72556  2.63961
H  5.17435  -0.55900  2.91981
H  3.21816  -1.93520  2.40790
H  1.86616  -1.29013  1.50277

Atomic partial charges in e from the Löwdin method, atoms 1 to 8:
1. Sc 0.993
2. O -0.199
3. C -0.329
4. C -0.017
5. C -0.094
6. C -0.108
7. C -0.052
8. C -0.162

***

2.
The following is a quantum chemistry calculation of a molecular structure, C27H46AsBCl2F7KN3O4, from OMol25.

Output
- 2S+1: 1
- F_max: 9.92 eV/Å
- Charge: +1
- Gap between HOMO and LUMO: 0.284 Eh
- LUMO: -3.84 eV
- Highest occupied orbital energy: -11.6 eV

Cartesian coordinates (Å):
C  -1.53836  -4.82283  3.65714
C  -2.45827  -4.41554  2.34881
B  -2.16174  -2.85305  1.81810
O  -3.30797  -1.92455  1.76432
C  -0.60785  -2.52491  1.39455
N  -0.42949  -2.83336  -0.07161
C  0.83288  -2.26232  -0.66506
N  1.08470  -2.61510  -1.99813
C  0.12028  -3.48302  -2.82169
C  -1.28606  -2.71058  -3.20336
O  -1.65715  -2.79372  -4.62972
C  -3.13893  -2.56250  -4.61986
O  -3.98229  -3.63132  -4.66507
N  1.87877  -1.41337  0.00413
C  2.20341  -0.14307  -0.74533
C  3.76389  0.31736  -0.35690
C  4.31864  1.52197  -1.32994
C  4.12181  3.04026  -0.68668
C  2.59692  3.17036  -0.10023
C  2.12932  4.68989  0.29977
C  1.01364  4.56386  1.49564
C  -0.24395  3.56392  1.16687
O  -1.18845  4.07188  0.15111
C  -2.12124  2.91779  -0.05998
C  1.51011  -0.97189  1.39972
C  -0.14602  -0.96063  1.61141
C  -0.62477  -0.28727  3.02456
F  -0.01627  1.08340  3.16096
C  -0.25327  -1.14340  4.37178
C  -1.67421  -1.25125  5.24766
H  -0.37599  -4.65790  3.48830
H  -1.84578  -4.20427  4.60443
H  -1.67570  -5.96288  3.89560
H  -3.60777  -4.59886  2.56719
H  -2.15214  -5.13278  1.44763
H  -3.18481  -1.23087  1.04336
H  0.19514  -3.18313  1.98379
H  -0.45434  -3.89507  -0.12448
H  1.95194  -2.30458  -2.51953
H  0.64295  -3.73512  -3.85940
H  -0.03396  -4.51863  -2.27618
H  -1.34106  -1.59784  -2.80082
H  -2.14259  -3.29310  -2.61112
H  -3.60495  -1.46561  -4.55638
H  1.41007  0.66281  -0.42439
H  2.18847  -0.22529  -1.91097
H  3.77452  0.67727  0.77524
H  4.52800  -0.56768  -0.42223
H  3.69231  1.48155  -2.32468
H  5.47271  1.34154  -1.54255
H  4.92489  3.22331  0.14589
H  4.27509  3.78471  -1.60398
H  1.82905  2.78820  -0.92634
H  2.39668  2.47789  0.84914
H  3.08473  5.27481  0.69662
H  1.63407  5.23058  -0.64019
H  1.55619  4.13263  2.46555
H  0.65603  5.65037  1.78782
H  0.06847  2.46842  0.85393
H  -0.86286  3.44779  2.17177
H  -2.10428  2.15988  0.85951
H  -1.73334  2.29927  -0.98688
H  -3.24666  3.26369  -0.18207
H  1.85205  0.13375  1.66722
H  1.92784  -1.68956  2.25723
H  -0.65133  -0.31705  0.74451
H  -1.80063  -0.08853  2.96427
H  0.05648  -2.26406  4.15068
H  0.56130  -0.61685  5.04485
H  -2.23086  -0.21588  5.10969
H  -2.39183  -2.08055  4.79797
H  -1.47077  -1.38415  6.39433
F  -1.97336  -10.29300  0.89193
As  -2.01198  -9.43004  2.49025
F  -2.13371  -11.02646  3.34908
F  -3.82436  -9.34104  2.39876
F  -2.05039  -8.56711  4.08871
F  -1.89016  -7.83357  1.63138
F  -0.19960  -9.51889  2.58200
Cl  2.80690  6.68737  -5.49659
C  1.23414  6.80624  -4.79120
C  0.28374  7.73719  -5.22660
Cl  0.59216  8.84312  -6.51766
C  -0.97010  7.79063  -4.60910
C  -1.27671  6.91757  -3.56349
C  -0.33196  5.98684  -3.13355
C  0.92153  5.93146  -3.74579
H  -1.71418  8.51197  -4.93890
H  -2.25234  6.96381  -3.08523
H  -0.57074  5.30432  -2.32112
H  1.65253  5.20297  -3.40251
K  3.20311  8.72136  -6.61767

Atomic partial charges in e from the Löwdin method, atoms 1 to 8:
1. C -0.116
2. C -0.144
3. B -0.329
4. O 0.049
5. C -0.197
6. N 0.097
7. C -0.099
8. N 0.056

***

3.
The following is a quantum chemistry calculation of 7 unconnected molecules or ions with the total composition C34H74NO14, from OMol25.

Output
- 2S+1: 1
- F_max: 2.28 eV/Å
- Charge: +1
- Gap between HOMO and LUMO: 0.223 Eh
- LUMO: -4.03 eV
- Highest occupied orbital energy: -10.1 eV

Cartesian coordinates (Å):
C  -0.46399  0.02134  0.41662
C  -1.54652  0.06765  -0.43512
C  -1.93228  1.23114  -1.35426
C  -3.22144  1.79982  -0.78412
C  -4.40105  1.40160  -1.37683
C  -5.59429  1.86080  -0.86481
C  -5.57646  2.73107  0.21804
O  -6.71901  3.21687  0.77365
C  -4.38121  3.08621  0.75366
N  -3.21252  2.62766  0.26787
C  -1.97356  3.05302  0.94350
C  -1.16163  4.12842  0.17242
O  0.10209  4.27946  0.74468
H  0.56955  -0.03553  0.06078
H  -0.65009  0.07781  1.49470
H  -2.22961  -0.79300  -0.43759
H  -2.16291  0.79465  -2.33599
H  -1.15119  1.98381  -1.46763
H  -4.34784  0.73403  -2.22794
H  -6.51314  1.51364  -1.33013
H  -7.15489  2.53291  1.30504
H  -4.36924  3.76554  1.59909
H  -2.27909  3.49980  1.89552
H  -1.35557  2.19785  1.21904
H  -1.10214  3.84464  -0.88360
H  -1.73893  5.06562  0.19612
H  0.09136  4.95205  1.43347
C  -3.63330  3.62644  -4.13165
O  -3.81540  2.57086  -5.05536
C  -5.18226  2.20774  -5.21735
C  -5.76119  2.76740  -6.49881
O  -5.85165  4.18173  -6.44816
C  -4.82182  4.83002  -7.17982
H  -2.60044  3.96695  -4.20451
H  -4.29463  4.46987  -4.34293
H  -3.81200  3.26460  -3.11274
H  -5.77489  2.53373  -4.35496
H  -5.22010  1.11383  -5.26024
H  -6.77888  2.38406  -6.62141
H  -5.17290  2.44318  -7.36185
H  -4.99528  4.72004  -8.25435
H  -3.83531  4.43418  -6.92626
H  -4.84902  5.88896  -6.92826
C  3.71460  4.61709  -3.93979
O  3.85923  3.35250  -3.31387
C  3.05228  3.20996  -2.15578
C  1.83054  2.36502  -2.43476
O  0.92419  3.02093  -3.31730
C  0.99289  2.52584  -4.64670
H  4.21454  4.57080  -4.90578
H  2.66359  4.87007  -4.10042
H  4.19107  5.39527  -3.33515
H  2.76950  4.18935  -1.75744
H  3.65983  2.70423  -1.40169
H  1.29373  2.20396  -1.49208
H  2.12010  1.38661  -2.83002
H  0.54389  1.52841  -4.70336
H  2.02262  2.48418  -5.00699
H  0.42601  3.20126  -5.28595
C  4.82671  0.12259  -1.15010
O  3.80947  -0.32584  -0.26540
C  3.58881  -1.72916  -0.34790
C  4.22901  -2.46334  0.81110
O  5.64471  -2.39906  0.74345
C  6.19162  -1.45210  1.64740
H  5.06450  1.15366  -0.89588
H  5.73485  -0.47682  -1.05910
H  4.46452  0.08930  -2.18333
H  3.95301  -2.12299  -1.30151
H  2.50476  -1.88684  -0.31029
H  3.95242  -3.52104  0.75292
H  3.86639  -2.07409  1.76698
H  6.11544  -1.82646  2.67328
H  5.69058  -0.48372  1.57212
H  7.24458  -1.31812  1.40149
C  8.39305  -7.61460  0.33764
O  7.54951  -6.76656  -0.42171
C  7.36919  -5.48787  0.17337
C  8.21334  -4.43544  -0.51776
O  9.59970  -4.65858  -0.29423
C  10.25045  -5.24696  -1.40709
H  8.62625  -8.48698  -0.27127
H  9.32700  -7.11668  0.60911
H  7.87781  -7.94785  1.24517
H  7.59082  -5.52199  1.24463
H  6.31314  -5.22571  0.05749
H  7.97286  -3.45722  -0.09280
H  7.99104  -4.40085  -1.58869
H  10.35728  -4.51422  -2.21413
H  9.70818  -6.12083  -1.77622
H  11.24298  -5.56125  -1.08714
C  2.47747  -4.47728  6.67230
O  3.73344  -5.10799  6.84116
C  4.24294  -5.66088  5.63556
C  5.32444  -4.78736  5.03758
O  4.79903  -3.54825  4.57622
C  5.06592  -2.47243  5.46049
H  2.25436  -3.92693  7.58539
H  2.48738  -3.77617  5.83342
H  1.69479  -5.22708  6.51452
H  3.43744  -5.82616  4.91333
H  4.67472  -6.63445  5.88681
H  5.74934  -5.29824  4.16780
H  6.12998  -4.62350  5.75899
H  6.12621  -2.20222  5.41123
H  4.79737  -2.71882  6.49024
H  4.47097  -1.61786  5.13850
C  -8.65962  0.74170  3.64406
O  -9.49911  1.64029  2.93733
C  -10.46913  0.96787  2.13631
C  -11.83490  0.98074  2.78798
O  -11.85164  0.19284  3.96731
C  -11.79464  0.96916  5.15401
H  -8.08394  1.31931  4.36689
H  -9.23743  -0.01313  4.18040
H  -7.96390  0.24668  2.95410
H  -10.15262  -0.05810  1.92511
H  -10.52684  1.50577  1.18452
H  -12.55769  0.53875  2.09558
H  -12.15309  2.00597  2.99826
H  -12.74818  1.48033  5.31736
H  -10.98718  1.70471  5.11757
H  -11.61384  0.29251  5.98758

Atomic partial charges in e from the Löwdin method, atoms 1 to 8:
1. C 0.023
2. C -0.130
3. C -0.102
4. C -0.181
5. C 0.016
6. C 0.079
7. C -0.271
8. O 0.082